120
Properties=species:S:1:pos:R:3:forces:R:3:lowdin_charge:R:1 method="wB97M-V/def2-TZVPD" max_force_ev_per_a=10.1 de_lowest_ev=1.414 total_charge=+1 e_lumo_ev=-4.963
C 9.101 61.418 14.944 -2.308 -0.092 -1.457 -0.01
C 10.570 61.563 14.426 -1.759 0.174 0.239 -0.42
C 11.518 62.041 15.519 -0.650 1.402 -0.283 -0.12
C 13.037 61.886 15.252 -2.522 0.182 -4.937 -0.13
C 13.295 60.676 14.278 0.870 2.329 -0.016 -0.07
C 12.236 59.582 14.429 -0.127 -1.149 1.463 -0.49
N 10.903 60.116 14.065 -1.312 -0.413 -5.158 0.05
O 10.217 59.550 13.183 2.488 1.962 3.975 0.20
C 12.111 58.933 15.860 0.335 -0.453 2.023 0.01
C 12.601 58.462 13.594 2.362 -4.464 -5.344 -0.09
C 10.654 62.505 13.177 -2.677 -0.154 1.347 0.03
H 9.170 60.699 15.737 -0.399 -0.409 0.628 0.04
H 8.141 61.053 14.185 3.348 1.034 1.620 0.16
H 8.738 62.366 15.376 0.413 -0.288 -0.189 0.09
H 11.163 61.778 16.513 0.510 -1.302 0.140 0.12
H 11.268 63.084 15.673 0.037 0.686 -0.685 0.12
H 13.334 61.861 16.177 2.608 -1.562 5.152 0.04
H 13.624 62.755 14.922 -0.889 0.148 -0.601 0.11
H 14.206 60.226 14.737 -0.324 -0.020 -1.283 0.11
H 13.437 61.108 13.075 -0.473 -1.718 3.623 0.18
H 11.699 57.872 16.059 0.850 1.592 -1.601 0.08
H 11.501 59.436 16.591 -0.456 1.040 -0.058 0.05
H 13.107 58.974 16.356 -0.381 -0.244 -0.687 0.09
H 12.669 58.653 12.329 -0.314 -0.110 3.711 0.15
H 11.984 57.541 13.679 -0.364 0.954 -0.042 0.08
H 13.628 57.901 13.839 -1.804 2.097 -0.100 0.13
H 9.952 62.078 12.455 0.873 -0.224 -0.660 0.07
H 11.696 62.611 12.952 0.185 0.538 -0.815 0.06
H 10.029 63.460 13.428 1.796 -1.377 0.028 0.13
N 6.327 59.710 12.191 -2.215 -0.912 4.558 -0.09
C 5.907 61.038 12.301 7.016 1.214 -4.948 -0.08
C 7.009 61.741 11.406 -2.900 -4.925 2.140 -0.06
C 7.857 60.720 10.815 -3.489 -0.775 3.249 -0.11
C 7.445 59.457 11.383 -0.095 1.887 -0.293 -0.14
H 5.929 59.167 13.183 1.923 1.089 -4.401 0.24
H 5.130 61.509 12.853 -0.440 -0.412 0.467 0.07
H 7.032 62.741 11.167 -0.086 2.061 -0.448 0.04
H 8.509 60.927 10.018 0.967 -0.134 -0.624 0.06
H 7.848 58.441 11.194 -0.621 0.947 0.379 0.11
N 8.049 67.755 13.983 -3.742 -2.703 0.870 -0.02
C 6.720 68.102 13.757 -0.259 -8.077 1.636 -0.08
C 5.840 66.904 14.021 4.385 1.887 1.847 -0.08
C 6.713 65.918 14.642 4.509 3.228 -1.719 -0.08
C 8.199 66.450 14.519 -5.075 0.131 -0.372 -0.07
H 8.649 68.471 13.757 2.429 1.142 -0.224 0.10
H 6.414 69.028 13.569 -0.867 3.650 -1.089 0.05
H 4.773 66.942 14.153 -0.098 0.001 -0.376 0.07
H 6.578 65.003 15.192 -0.547 -0.163 -0.332 0.05
H 9.139 65.912 14.738 -0.703 0.865 -0.237 0.07
N 13.903 60.217 10.494 -1.974 0.964 -1.237 -0.03
C 13.002 59.405 9.796 -3.860 6.726 -0.367 -0.12
C 11.822 60.247 9.284 3.184 2.684 2.827 -0.03
C 12.147 61.706 9.759 5.105 -5.795 2.107 -0.03
C 13.504 61.582 10.524 -6.090 -4.652 -4.208 -0.09
H 14.745 59.863 10.962 -0.630 0.306 -0.576 0.15
H 13.191 58.474 9.482 0.861 -3.373 -0.590 0.04
H 10.805 60.092 8.776 2.172 -0.516 0.720 0.09
H 11.599 62.600 9.748 -0.711 0.850 -0.341 0.04
H 14.130 62.187 11.007 2.051 2.807 1.686 0.03
N 11.901 60.284 21.214 -1.027 2.275 6.648 -0.08
C 12.877 61.264 21.486 -0.443 -2.612 -6.418 -0.07
C 13.585 61.458 20.214 -8.037 -5.921 1.786 -0.04
C 12.972 60.526 19.241 -3.458 0.802 7.311 -0.02
C 11.792 59.880 19.985 3.921 1.061 -2.955 -0.12
H 11.264 60.086 22.119 1.593 0.101 -3.461 0.22
H 12.922 61.580 22.452 0.587 1.195 2.229 0.06
H 14.383 61.961 20.329 5.822 3.749 -0.610 0.00
H 13.122 60.280 18.293 1.151 -0.565 -3.850 -0.02
H 11.113 59.072 19.803 -0.102 -0.069 -0.763 0.09
N 14.179 53.448 13.432 1.709 -3.603 -0.994 -0.03
C 14.973 52.946 12.351 -3.128 6.818 -1.593 -0.05
C 14.937 54.051 11.296 -0.886 -1.359 4.936 -0.07
C 14.143 55.160 11.863 0.049 -2.450 1.014 -0.08
C 13.598 54.566 13.155 1.211 4.786 -3.985 -0.19
H 13.976 52.960 14.321 0.368 0.256 -1.119 0.17
H 15.600 52.180 12.524 1.836 -2.629 0.168 0.04
H 15.530 53.996 10.401 -0.060 0.175 -0.117 0.06
H 14.095 56.234 11.396 -0.450 -2.474 1.190 0.09
H 12.977 55.018 13.874 -0.680 0.568 0.591 0.07
N 15.137 66.911 18.724 2.074 -0.695 1.190 -0.06
C 14.081 67.345 18.022 -1.306 -0.755 -1.863 -0.14
C 13.760 66.366 16.970 3.671 -0.520 4.174 -0.07
C 14.692 65.217 17.170 0.747 4.126 3.265 -0.06
C 15.559 65.696 18.353 -1.438 -3.801 -4.486 -0.13
H 15.725 67.448 19.395 -1.311 -0.422 -0.759 0.18
H 13.642 68.235 18.494 -0.265 -0.342 -1.230 0.11
H 13.012 66.396 16.257 -1.439 0.331 -1.034 0.04
H 14.750 64.257 16.631 0.083 0.789 0.479 0.05
H 16.424 65.080 18.687 -0.790 1.238 0.204 0.10
N 13.494 54.869 19.038 1.768 0.087 -2.427 -0.02
C 14.621 54.936 18.090 -1.849 1.578 -0.824 -0.07
C 14.115 55.481 16.794 -2.858 -1.806 6.676 -0.07
C 12.642 55.642 17.089 -0.434 -0.350 0.664 -0.10
C 12.293 55.224 18.505 6.184 1.834 -7.224 -0.10
H 13.598 54.724 20.012 0.411 -0.434 0.686 0.12
H 15.708 54.760 18.432 -2.263 0.230 -0.476 0.12
H 14.725 55.712 15.967 0.266 0.199 -0.888 0.05
H 11.834 56.029 16.313 1.893 -1.192 1.853 0.09
H 11.356 55.141 18.835 -3.101 -0.360 1.923 0.04
C 17.117 64.981 14.333 2.307 -3.875 -5.618 0.10
N 16.960 63.497 14.135 -0.075 -0.136 -0.092 -0.41
O 17.204 63.003 13.055 0.108 0.493 -0.120 0.07
O 16.558 62.848 15.079 -0.123 0.100 0.527 0.04
H 17.516 65.385 13.433 0.694 0.158 -0.502 0.11
H 17.610 65.163 15.138 3.584 0.824 4.984 0.05
H 16.253 65.360 14.455 -6.596 2.380 0.876 0.03
C 7.845 57.040 18.392 5.568 -0.078 0.913 0.04
N 8.121 58.439 18.267 -1.425 2.247 1.306 -0.40
O 9.095 58.731 17.611 0.156 0.323 -0.237 0.05
O 7.373 59.262 18.856 1.627 -1.967 -1.391 0.08
H 8.766 56.422 18.602 -0.491 1.348 0.591 0.14
H 7.651 56.552 17.566 -1.212 -1.254 -5.359 0.06
H 7.116 56.739 18.953 -4.175 -0.627 4.107 0.05
C 17.775 59.094 16.227 -4.002 -4.787 2.780 0.11
N 16.266 58.951 16.181 3.696 -2.282 -4.567 -0.39
O 15.934 58.286 15.171 -0.565 0.575 1.630 0.02
O 15.583 59.542 16.899 -2.747 1.689 2.631 0.13
H 18.247 58.246 16.614 0.443 -1.450 0.169 0.11
H 18.046 59.875 16.698 1.231 5.445 4.629 0.04
H 18.009 59.382 15.358 1.862 0.874 -7.304 0.03